A | # C3H3IO

A 2-piece molecular cluster, C3H3IO overall (ωB97M-V with the def2-TZVPD basis set, the Open Molecules 2025 dataset).

Last column: Mulliken charge in e.
Positions of all 8 atoms, in Å:
1 C -1.637 0.809 0.603  -0.46
2 C -1.296 -0.308 0.436  -0.53
3 C 1.648 -1.056 -0.754  -0.20
4 O 1.026 -0.304 -1.588  -0.17
5 I 2.219 -0.257 1.138  0.01
6 H -1.978 1.728 0.967  0.40
7 H -0.816 -1.137 0.345  0.63
8 H 0.835 0.525 -1.147  0.33

As for the spin multiplicity: 1.

B | # C3H3IO

C3H3IO as an isolated structure (ωB97M-V with the def2-TZVPD basis set, the Open Molecules 2025 dataset).

Last column: Mulliken charge in e.
Positions of all 8 atoms, in Å:
1 C -0.096 -0.090 0.217  0.05
2 C 1.009 -0.403 0.528  0.44
3 C -1.502 0.092 -0.355  -0.81
4 O 2.194 -0.524 1.011  -0.65
5 I 3.607 0.492 -0.004  0.25
6 H -2.183 -0.594 0.287  0.25
7 H -1.642 1.259 -0.307  0.24
8 H -1.388 -0.232 -1.377  0.24

As for the spin multiplicity: 1.

Energies, relative to the best one, in kJ/mol: A 146.9; B 0.0.

A | # C5H6Br2

One molecule with the formula C5H6Br2 (ωB97M-V with the def2-TZVPD basis set, the Open Molecules 2025 dataset).

Last column: Mulliken charge in e.
Positions of all 13 atoms, in Å:
1 Br 3.407 -0.772 0.021  -0.17
2 C 1.927 0.165 -0.679  -0.53
3 C 0.713 0.091 -0.128  0.28
4 C -0.172 -0.712 0.966  -0.69
5 C -1.405 0.050 0.462  -0.13
6 Br -2.934 -1.207 -0.111  -0.21
7 C -0.554 0.739 -0.646  -0.55
8 H 2.157 0.799 -1.438  0.45
9 H 0.057 -0.587 2.000  0.30
10 H 0.089 -1.655 0.594  0.37
11 H -1.825 0.666 1.281  0.36
12 H -0.638 1.923 -0.644  0.23
13 H -0.822 0.499 -1.677  0.29

Its SMILES is BrC=C1CC(Br)C1. As for the spin multiplicity: 1.

B | # C5H6Br2

C5H6Br2 as an isolated structure (ωB97M-V with the def2-TZVPD basis set, the Open Molecules 2025 dataset).

Last column: Mulliken charge in e.
Positions of all 13 atoms, in Å:
1 C -1.045 0.016 -0.978  0.36
2 C -0.046 -0.359 -0.428  -0.20
3 C -2.285 0.382 -1.721  -1.20
4 C 1.111 -0.164 1.936  -0.83
5 C 1.591 -0.322 0.519  0.12
6 Br 2.440 1.298 -0.290  -0.07
7 Br 2.849 -1.794 0.124  -0.03
8 H -2.017 1.145 -2.376  0.32
9 H -3.094 0.596 -1.034  0.29
10 H -2.505 -0.418 -2.386  0.31
11 H 1.984 -0.380 2.659  0.31
12 H 0.227 -0.910 1.948  0.31
13 H 0.792 0.910 2.026  0.30

As for the spin multiplicity: 1.

Energies, relative to the best one, in kJ/mol: A 0.0; B 181.6.

A | # C2H3Br2FSi

C2H3Br2FSi as an isolated structure (ωB97M-V with the def2-TZVPD basis set, the Open Molecules 2025 dataset).

Last column: Mulliken charge in e.
Positions of all 9 atoms, in Å:
1 C -1.650 -0.282 0.584  -0.48
2 C -0.952 0.446 -0.246  -0.36
3 F 1.846 0.039 -1.916  -0.22
4 Si 1.435 0.043 -0.365  0.71
5 Br 2.577 1.688 0.548  -0.19
6 Br 1.977 -1.923 0.438  -0.19
7 H -2.723 -0.185 0.651  0.26
8 H -1.203 -1.014 1.244  0.15
9 H -1.305 1.188 -0.939  0.33

As for the spin multiplicity: 1.

B | # C2H3Br2FSi

One molecule with the formula C2H3Br2FSi (ωB97M-V with the def2-TZVPD basis set, the Open Molecules 2025 dataset).

Last column: Mulliken charge in e.
Positions of all 9 atoms, in Å:
1 F 2.518 1.149 1.535  -0.20
2 Si 1.526 0.536 0.461  0.57
3 Br 2.904 -0.555 -0.821  -0.14
4 C -0.223 0.435 0.461  -0.30
5 C -0.995 -0.293 -0.564  -0.62
6 Br -2.869 -1.263 0.041  -0.22
7 H -0.967 0.819 1.360  0.25
8 H -1.443 0.285 -1.353  0.37
9 H -0.451 -1.112 -1.120  0.28

Its SMILES is F/[Si](Br)=C/CBr. As for the spin multiplicity: 1.

Energies, relative to the best one, in kJ/mol: A 0.0; B 202.4.

A | # C4H16N2O2

A 3-piece molecular cluster, C4H16N2O2 overall (ωB97M-V with the def2-TZVPD basis set, the Open Molecules 2025 dataset).

Last column: Mulliken charge in e.
Positions of all 24 atoms, in Å:
1 C 0.899 -0.140 -2.356  -0.66
2 C 1.020 -1.015 -1.112  -0.57
3 C 1.456 -0.220 0.076  -0.04
4 C 1.247 -0.758 1.314  -0.76
5 N 1.765 -0.088 2.590  -0.29
6 N -0.454 0.401 -2.396  -0.25
7 H 1.764 0.575 -2.539  0.36
8 H 1.133 -0.821 -3.305  0.33
9 H 0.083 -1.664 -0.908  0.37
10 H 1.889 -1.777 -1.277  0.35
11 H 2.010 0.634 -0.081  0.44
12 H 0.648 -1.658 1.496  0.31
13 H 1.214 -0.335 3.434  0.39
14 H 2.808 -0.432 2.588  0.44
15 H 1.863 0.948 2.730  0.39
16 H -0.974 -0.143 -3.249  0.46
17 H -1.004 0.388 -1.539  0.24
18 H -0.462 1.444 -2.642  0.42
19 H -3.839 1.567 1.701  0.36
20 H -4.280 0.052 1.202  0.37
21 O -3.624 0.864 0.986  -0.73
22 H -0.515 1.021 1.150  0.35
23 H -1.964 0.603 0.788  0.38
24 O -1.037 0.411 0.459  -0.65

Its charge is +2. As for the spin multiplicity: 1.

B | # C4H16N2O2

A 3-piece molecular cluster, C4H16N2O2 overall (ωB97M-V with the def2-TZVPD basis set, the Open Molecules 2025 dataset).

Last column: Mulliken charge in e.
Positions of all 24 atoms, in Å:
1 C -0.754 0.288 0.190  -0.53
2 C 0.026 0.906 -0.974  -0.82
3 C 1.499 1.016 -0.700  0.42
4 C 2.111 2.058 -0.170  -1.01
5 N 2.320 -0.152 -1.100  -0.16
6 N -2.233 0.334 -0.058  -0.22
7 H -0.504 -0.756 0.384  0.39
8 H -0.573 0.842 1.110  0.37
9 H -0.171 0.349 -1.896  0.41
10 H -0.348 1.917 -1.145  0.49
11 H 3.179 2.071 0.000  0.28
12 H 1.536 2.927 0.112  0.29
13 H 2.313 -0.278 -2.117  0.41
14 H 2.015 -1.061 -0.655  0.26
15 H 3.301 -0.004 -0.847  0.40
16 H -2.770 -0.064 0.762  0.26
17 H -2.567 1.287 -0.220  0.40
18 H -2.492 -0.189 -0.897  0.40
19 H -3.764 -0.343 2.849  0.32
20 H -4.164 -1.530 1.952  0.32
21 O -3.547 -0.791 2.021  -0.67
22 H 1.891 -2.685 1.033  0.33
23 H 1.474 -3.302 -0.317  0.33
24 O 1.515 -2.467 0.169  -0.69

Its charge is +2. As for the spin multiplicity: 1.

Energies, relative to the best one, in kJ/mol: A 279.6; B 0.0.

A | # C3H6

A 2-piece molecular cluster, C3H6 overall (ωB97M-V with the def2-TZVPD basis set, the Open Molecules 2025 dataset).

Last column: Mulliken charge in e.
Positions of all 9 atoms, in Å:
1 C -0.556 0.742 1.780  -0.45
2 C -1.513 0.186 0.994  -0.18
3 C 0.537 -0.718 -1.466  -0.60
4 H -0.937 1.084 2.707  0.30
5 H 0.425 1.297 1.699  0.28
6 H 0.807 -1.711 -1.879  0.23
7 H 1.281 -0.318 -0.641  0.16
8 H -0.460 -0.620 -0.940  0.02
9 H 0.416 0.057 -2.254  0.23

As for the spin multiplicity: 1.

B | # C3H6

One molecule with the formula C3H6 (ωB97M-V with the def2-TZVPD basis set, the Open Molecules 2025 dataset).

Last column: Mulliken charge in e.
Positions of all 9 atoms, in Å:
1 C -1.394 -0.181 -0.021  -0.75
2 C -0.242 0.508 -0.015  0.09
3 C 1.179 -0.105 -0.026  -0.88
4 H -1.388 -1.260 0.023  0.24
5 H -2.299 0.320 -0.079  0.29
6 H -0.266 1.645 0.066  0.24
7 H 1.297 -0.449 1.076  0.22
8 H 1.191 -1.078 -0.617  0.26
9 H 1.922 0.598 -0.407  0.30

Its SMILES is C=CC. As for the spin multiplicity: 1.

Energies, relative to the best one, in kJ/mol: A 358.6; B 0.0.

A | # H3PS2

A 3-piece molecular cluster, H3PS2 overall (ωB97M-V with the def2-TZVPD basis set, the Open Molecules 2025 dataset).

Last column: Mulliken charge in e.
Positions of all 6 atoms, in Å:
1 P 1.909 3.504 0.485  0.05
2 S 0.455 0.663 1.380  -0.18
3 S 1.246 2.330 2.035  0.04
4 H 1.791 2.616 -0.507  0.07
5 H -0.005 -1.275 2.568  0.07
6 H -0.174 -1.615 1.737  -0.05

As for the spin multiplicity: 1.

B | # H3PS2

One molecule with the formula H3PS2 (ωB97M-V with the def2-TZVPD basis set, the Open Molecules 2025 dataset).

Last column: Mulliken charge in e.
Positions of all 6 atoms, in Å:
1 S 1.920 -0.431 0.007  -0.36
2 P -0.019 -0.437 0.007  0.17
3 S -0.875 1.457 -0.014  -0.22
4 H -0.401 -1.413 -1.243  0.10
5 H -0.922 -1.082 0.820  0.11
6 H 0.297 1.906 0.424  0.20

Its SMILES is S=[PH2]S. As for the spin multiplicity: 1.

C | # H3PS2

One molecule with the formula H3PS2 (ωB97M-V with the def2-TZVPD basis set, the Open Molecules 2025 dataset).

Last column: Mulliken charge in e.
Positions of all 6 atoms, in Å:
1 S 0.296 -0.760 1.655  -0.41
2 P -0.200 0.442 0.126  0.17
3 S -0.237 -1.181 -1.302  -0.18
4 H 0.825 1.405 -0.332  0.11
5 H -1.134 1.456 0.075  0.11
6 H 0.449 -1.362 -0.221  0.20

Its SMILES is S=[PH2]S. As for the spin multiplicity: 1.

Energies, relative to the best one, in kJ/mol: A 231.6; B 0.0; C 70.6.

A | # C8H32O8

C8H32O8 as an isolated structure (ωB97M-V with the def2-TZVPD basis set, the Open Molecules 2025 dataset).

Last column: Mulliken charge in e.
Positions of all 48 atoms, in Å:
1 C 1.426 3.051 -2.739  -0.89
2 O 0.756 1.815 -2.519  -0.49
3 H 0.784 3.852 -2.371  0.23
4 H 2.329 2.903 -2.146  0.29
5 H 1.684 2.946 -3.793  0.27
6 H 0.637 1.691 -1.574  0.50
7 C 0.062 -3.652 1.389  -0.30
8 O -0.079 -5.076 1.480  -0.56
9 H 0.336 -3.115 2.297  0.24
10 H 0.833 -3.521 0.630  0.20
11 H -0.836 -3.225 0.942  0.24
12 H -0.936 -5.341 1.822  0.30
13 C -2.503 1.061 -2.355  0.11
14 O -3.183 0.289 -3.398  -0.55
15 H -1.812 0.464 -1.759  -0.38
16 H -1.892 1.868 -2.758  0.12
17 H -3.198 1.461 -1.618  0.33
18 H -4.057 0.610 -3.632  0.28
19 C -0.367 -0.631 0.645  -0.78
20 O -0.691 0.258 -0.465  -0.98
21 H -0.445 -0.015 1.541  -0.16
22 H -1.061 -1.471 0.678  0.65
23 H 0.606 -1.079 0.445  0.34
24 H 0.061 0.826 -0.649  1.20
25 C -0.145 -1.740 -2.122  -0.45
26 O 0.169 -1.679 -3.500  -0.58
27 H 0.205 -0.911 -1.507  -0.32
28 H -1.223 -1.875 -2.033  0.28
29 H 0.335 -2.570 -1.604  0.30
30 H 0.709 -0.923 -3.740  0.34
31 C 1.594 0.877 2.537  -0.62
32 O 2.008 2.005 1.780  -0.62
33 H 0.522 1.028 2.663  0.26
34 H 1.814 -0.109 2.128  0.23
35 H 1.914 0.871 3.579  0.46
36 H 1.802 2.738 2.364  0.33
37 C -1.451 0.214 3.751  -0.78
38 O -0.774 -0.776 3.123  -0.39
39 H -2.112 -0.226 4.498  0.34
40 H -0.836 0.922 4.306  0.25
41 H -2.076 0.801 3.078  0.32
42 H -1.364 -1.394 2.685  0.37
43 C 1.963 0.937 -0.545  -0.69
44 O 0.743 1.606 -0.216  -0.71
45 H 2.725 1.503 -1.081  0.43
46 H 2.395 0.494 0.353  0.19
47 H 1.750 0.030 -1.110  0.33
48 H 0.880 2.207 0.519  0.52

As for the spin multiplicity: 1.

B | # C8H32O8

A 8-piece molecular cluster, C8H32O8 overall (ωB97M-V with the def2-TZVPD basis set, the Open Molecules 2025 dataset).

Last column: Mulliken charge in e.
Positions of all 48 atoms, in Å:
1 C 2.544 -0.189 3.994  -0.31
2 O 2.962 1.010 4.617  -0.52
3 H 1.952 0.051 3.116  0.00
4 H 3.437 -0.751 3.702  0.26
5 H 1.938 -0.832 4.642  0.29
6 H 3.689 0.817 5.212  0.31
7 C 4.509 2.966 -1.682  -0.56
8 O 3.366 2.311 -1.141  -0.43
9 H 4.461 4.042 -1.502  0.24
10 H 5.380 2.534 -1.200  0.20
11 H 4.591 2.805 -2.762  0.25
12 H 2.587 2.646 -1.595  0.27
13 C -2.754 3.195 -1.575  -0.65
14 O -2.833 1.815 -1.929  -0.48
15 H -3.333 3.386 -0.667  0.26
16 H -1.721 3.517 -1.410  0.26
17 H -3.154 3.787 -2.397  0.27
18 H -2.113 1.362 -1.469  0.38
19 C 0.219 0.528 0.076  -0.75
20 O -0.744 0.127 -0.901  -0.35
21 H -0.198 1.417 0.549  0.32
22 H 0.411 -0.242 0.824  0.17
23 H 1.174 0.806 -0.382  0.42
24 H -0.491 -0.771 -1.161  0.17
25 C 1.543 -3.194 0.730  -0.31
26 O 2.661 -3.786 0.090  -0.51
27 H 0.681 -3.861 0.705  0.22
28 H 1.702 -2.968 1.791  0.30
29 H 1.294 -2.240 0.259  0.02
30 H 3.399 -3.767 0.701  0.30
31 C -2.853 1.335 2.059  -0.12
32 O -3.385 2.087 3.140  -0.57
33 H -2.513 1.987 1.245  0.02
34 H -1.956 0.784 2.370  0.25
35 H -3.625 0.662 1.705  0.12
36 H -2.755 2.774 3.373  0.30
37 C 0.850 -2.453 -2.832  -0.67
38 O -0.357 -2.480 -2.092  -0.46
39 H 1.462 -1.603 -2.522  0.21
40 H 1.446 -3.360 -2.740  0.34
41 H 0.671 -2.252 -3.898  0.28
42 H -0.726 -3.364 -2.158  0.27
43 C -3.640 -1.532 -1.065  0.19
44 O -4.820 -2.299 -0.865  -0.56
45 H -3.496 -0.956 -0.156  -0.07
46 H -2.764 -2.137 -1.300  -0.12
47 H -3.756 -0.819 -1.890  0.29
48 H -4.941 -2.894 -1.609  0.30

Its SMILES is CO.CO.CO.CO.CO.CO.CO.CO. As for the spin multiplicity: 1.

Energies, relative to the best one, in kJ/mol: A 636.9; B 0.0.